# 1
Here is a molecular structure, C18H18N2NiS2Si2 from OMol25. Energies are from ωB97M-V/def2-TZVPD.

Output
Highest occupied orbital energy (alpha / beta) ... 0.61 / -1.91 eV
2S+1 ... 3
LUMO (alpha / beta) ... 4.7 / 3.6 eV
F_max ... 0.8 eV/A
Total charge ... -2

Each line ends with the Mulliken charge.
CARTESIAN COORDINATES (ANGSTROEM)
Ni -0.180 0.144 -0.613  -0.25
S -2.217 1.095 -0.971  -0.53
C -3.091 -0.314 -1.413  0.58
C -4.482 -0.330 -1.365  -0.92
C -5.254 -1.419 -1.771  0.26
C -6.662 -1.334 -1.719  0.12
N -7.821 -1.254 -1.676  -0.71
C -4.548 -2.643 -2.250  0.25
C -3.153 -2.634 -2.269  -0.92
C -2.387 -1.535 -1.893  0.58
S -0.676 -1.576 -2.023  -0.53
C -5.245 -3.795 -2.678  0.12
N -5.810 -4.745 -3.034  -0.71
H -4.989 0.554 -0.999  0.43
H -2.636 -3.526 -2.600  0.43
C 2.886 -1.028 -1.671  -1.26
Si 1.799 -0.755 -0.143  0.66
C 1.912 -2.426 0.728  -1.17
C 2.845 0.403 0.964  0.15
C 4.179 0.186 1.342  -0.38
C 4.855 1.092 2.149  -0.58
C 4.198 2.237 2.600  -0.57
C 2.875 2.458 2.238  -0.38
C 2.186 1.553 1.417  0.15
Si 0.371 1.735 0.839  0.66
C 0.300 3.481 0.105  -1.25
C -0.591 1.942 2.451  -1.17
H 3.849 -1.462 -1.377  0.33
H 3.073 -0.081 -2.185  0.30
H 2.401 -1.708 -2.379  0.35
H 2.965 -2.719 0.822  0.33
H 1.382 -3.201 0.166  0.30
H 1.476 -2.375 1.731  0.31
H 4.700 -0.705 0.999  0.22
H 5.888 0.913 2.429  0.35
H 4.720 2.949 3.232  0.35
H 2.372 3.352 2.599  0.22
H 0.590 4.221 0.862  0.33
H -0.711 3.718 -0.242  0.35
H 0.981 3.568 -0.746  0.30
H -0.202 2.808 3.000  0.33
H -0.490 1.056 3.085  0.31
H -1.657 2.101 2.257  0.30

# 2
Here is 2 unconnected molecules or ions with the total composition CN2O3S at a distorted geometry from OMol25. Energies are from ωB97M-V/def2-TZVPD.

Output
Highest occupied orbital energy (alpha / beta) ... -10.33 / -10.41 eV
2S+1 ... 1
LUMO (alpha / beta) ... -1.5 / -2.5 eV
F_max ... 2.9 eV/A
Total charge ... 0

Each line ends with the Mulliken charge.
CARTESIAN COORDINATES (ANGSTROEM)
C -1.631 1.022 0.164  0.32
N -1.493 2.098 -0.222  -0.30
N 1.766 -0.222 -0.107  0.74
O 1.863 -1.397 -0.313  -0.36
O 2.348 0.642 0.398  -0.38
O -1.590 -1.517 -0.542  -0.35
S -1.262 -0.626 0.622  0.33

# 3
Here is a molecular structure, C10H12O2 at a distorted geometry from OMol25. Energies are from ωB97M-V/def2-TZVPD.

Output
Highest occupied orbital energy ... -8.54 eV
2S+1 ... 1
LUMO ... 0.9 eV
F_max ... 6.4 eV/A
Total charge ... 0

Each line ends with the Mulliken charge.
CARTESIAN COORDINATES (ANGSTROEM)
C 2.384 1.158 -0.328  -0.51
C 3.302 0.457 0.315  -0.34
C 1.110 0.670 -0.676  -0.28
C 2.982 -0.863 0.725  -0.33
C 0.592 -0.417 -0.004  0.33
C 1.704 -1.282 0.662  -0.51
C -1.364 -0.415 -0.479  1.10
C -1.280 -0.768 -2.002  -1.35
C -2.465 -0.174 1.425  -0.53
C -2.141 1.222 0.863  -0.37
O -2.170 -1.072 0.380  -0.49
O -1.678 0.941 -0.443  -0.45
H 2.748 2.102 -0.711  0.32
H 4.301 1.020 0.414  0.24
H 0.407 1.325 -1.264  0.26
H 3.534 -1.685 1.193  0.31
H -1.699 -1.712 -2.020  0.50
H -0.217 -0.829 -2.379  0.30
H -1.740 0.020 -2.697  0.24
H -3.475 -0.373 1.556  0.33
H -1.971 -0.541 2.256  0.32
H -1.202 1.623 1.268  0.27
H -2.919 1.874 0.907  0.38
H 1.258 -2.279 1.039  0.26

# 4
Here is 6 unconnected molecules or ions with the total composition C45H102N6O9 at a distorted geometry from OMol25. Energies are from ωB97M-V/def2-TZVPD.

Output
Highest occupied orbital energy (alpha / beta) ... 0.64 / -5.58 eV
2S+1 ... 2
LUMO (alpha / beta) ... 2.2 / 2.2 eV
F_max ... 3.4 eV/A
Total charge ... -1

Each line ends with the Mulliken charge.
CARTESIAN COORDINATES (ANGSTROEM)
C 0.036 -2.196 3.205  -1.84
C 0.778 -0.923 2.538  2.92
C 2.261 -1.377 2.373  -0.65
C 3.003 -0.481 1.432  -1.11
C 2.281 -0.116 0.152  -0.95
C 0.852 0.402 0.355  2.98
N 0.137 -0.523 1.246  -0.82
O -1.259 -0.596 1.161  0.11
C 0.864 1.963 0.864  -2.01
C 0.035 0.355 -0.993  -2.14
C 0.681 0.173 3.624  -1.83
H -0.971 -1.899 3.498  0.46
H 0.481 -2.718 4.053  0.11
H -0.087 -2.997 2.476  0.00
H 2.840 -1.341 3.296  0.27
H 2.306 -2.373 1.934  0.38
H 3.958 -0.988 1.289  0.42
H 3.203 0.490 1.884  0.21
H 2.190 -0.970 -0.519  0.24
H 2.954 0.535 -0.405  0.05
H 1.572 2.172 1.667  0.23
H 1.093 2.659 0.058  0.44
H -0.122 2.266 1.217  0.12
H -0.841 0.996 -1.087  0.35
H 0.652 0.652 -1.841  0.24
H -0.061 -0.683 -1.312  0.48
H 1.115 1.143 3.379  0.20
H 1.277 -0.312 4.397  0.49
H -0.258 0.258 4.170  0.17
H -1.493 -1.481 0.873  0.10
C 0.792 -6.353 -1.983  -2.41
C -0.463 -5.523 -2.110  3.42
C -0.257 -4.456 -3.203  -1.87
C -1.486 -3.499 -3.499  0.09
C -2.732 -4.221 -3.770  -1.78
C -2.958 -5.528 -2.937  3.16
N -1.631 -6.322 -2.585  -0.49
O -1.915 -7.410 -1.681  -0.44
C -3.887 -5.180 -1.718  -2.37
C -3.744 -6.605 -3.743  -2.31
C -0.795 -4.891 -0.710  -2.37
H 0.821 -7.023 -2.843  0.58
H 1.060 -6.793 -1.023  0.16
H 1.645 -5.728 -2.247  0.38
H 0.701 -3.979 -2.999  0.46
H 0.022 -4.885 -4.166  0.46
H -1.192 -2.960 -4.400  0.39
H -1.594 -2.783 -2.685  0.00
H -2.833 -4.517 -4.814  0.25
H -3.501 -3.471 -3.583  0.24
H -3.446 -4.325 -1.206  0.49
H -4.939 -5.096 -1.993  0.45
H -3.908 -6.129 -1.183  0.35
H -3.327 -6.877 -4.712  0.42
H -4.058 -7.443 -3.121  0.44
H -4.704 -6.179 -4.038  0.50
H -1.444 -4.015 -0.737  -0.10
H 0.074 -4.480 -0.197  0.62
H -1.209 -5.664 -0.063  0.42
H -1.840 -8.115 -2.329  0.39
C -4.585 3.866 1.186  -1.57
C -4.950 3.609 2.750  2.37
C -4.155 2.500 3.482  -2.03
C -2.644 2.683 3.898  1.00
C -2.491 4.064 4.626  -1.82
C -3.222 5.269 3.938  2.23
N -4.587 4.894 3.521  0.07
O -5.196 6.013 2.983  -0.48
C -3.301 6.327 5.096  -2.09
C -2.329 5.797 2.775  -1.81
C -6.387 3.349 3.080  -2.10
H -5.034 3.066 0.597  0.52
H -3.513 3.671 1.150  0.00
H -4.958 4.815 0.799  0.32
H -4.728 2.246 4.373  0.53
H -4.162 1.553 2.941  0.36
H -1.961 2.716 3.049  -0.64
H -2.412 1.846 4.556  0.27
H -1.420 4.196 4.475  0.44
H -2.748 3.914 5.675  0.43
H -3.807 7.288 4.996  0.43
H -3.898 5.980 5.940  0.52
H -2.333 6.690 5.442  0.41
H -1.816 6.747 2.927  0.27
H -1.559 5.083 2.482  0.29
H -2.860 5.847 1.825  0.35
H -6.688 3.576 4.102  0.44
H -6.659 2.345 2.752  0.39
H -7.009 3.981 2.445  0.46
H -5.806 6.332 3.651  0.34
C -0.239 6.332 -0.120  -0.56
O -1.379 6.315 -0.863  -0.33
C -1.782 5.049 -1.526  0.45
C -2.798 5.508 -2.656  -1.09
N -2.082 6.043 -3.855  -0.30
C -1.151 7.119 -3.517  -0.11
C -0.608 7.546 -4.825  -0.68
O -1.570 8.043 -5.796  -0.33
C -1.078 8.612 -7.021  -0.76
H 0.314 5.404 0.025  0.06
H -0.504 6.699 0.871  0.18
H 0.605 6.949 -0.429  0.38
H -2.231 4.301 -0.872  0.11
H -0.912 4.576 -1.981  0.10
H -3.527 6.190 -2.217  0.38
H -3.509 4.688 -2.761  0.48
H -2.773 6.507 -4.428  0.26
H -0.230 6.732 -3.081  0.12
H -1.520 8.001 -2.994  0.28
H -0.114 6.703 -5.308  0.17
H 0.108 8.338 -4.608  0.45
H -0.342 8.088 -7.631  0.29
H -0.617 9.541 -6.684  0.31
H -1.830 8.881 -7.762  0.27
C 1.648 3.570 -4.564  -0.20
O 1.954 2.673 -5.585  -0.39
C 2.346 1.350 -5.279  -0.40
C 3.795 1.300 -4.971  -0.66
N 4.163 1.740 -3.655  0.12
C 5.607 1.777 -3.241  -0.88
C 5.560 2.373 -1.799  -0.14
O 4.860 3.654 -1.738  -0.26
C 4.731 4.185 -0.453  -0.69
H 1.109 4.443 -4.930  -0.18
H 2.607 3.903 -4.166  0.32
H 0.986 3.205 -3.778  0.25
H 1.692 1.008 -4.477  0.02
H 2.016 0.710 -6.097  0.40
H 4.070 0.248 -5.045  0.48
H 4.410 1.856 -5.679  0.35
H 3.781 2.675 -3.669  -0.13
H 5.984 0.756 -3.299  0.45
H 6.203 2.490 -3.812  0.35
H 5.061 1.638 -1.168  -0.01
H 6.615 2.415 -1.531  0.42
H 5.624 4.695 -0.092  0.30
H 4.627 3.325 0.209  0.20
H 3.795 4.710 -0.261  0.22
C 2.084 -9.422 0.594  -0.66
O 3.053 -9.186 1.648  -0.27
C 2.769 -9.802 2.891  -0.72
C 3.812 -9.309 3.916  -0.61
N 3.476 -8.036 4.535  -0.31
C 4.547 -7.395 5.280  -0.57
C 3.995 -6.028 5.717  -0.70
O 3.738 -5.276 4.573  -0.20
C 2.483 -4.642 4.541  -0.72
H 1.068 -9.393 0.989  0.34
H 2.412 -10.312 0.057  0.33
H 2.248 -8.643 -0.151  0.08
H 2.985 -10.801 2.512  0.44
H 1.756 -9.674 3.272  0.40
H 4.734 -9.285 3.333  0.34
H 3.934 -10.105 4.650  0.35
H 3.131 -7.436 3.800  0.18
H 5.334 -7.160 4.563  0.32
H 5.055 -7.857 6.127  0.41
H 4.735 -5.430 6.249  0.41
H 3.212 -6.200 6.456  0.35
H 2.728 -3.580 4.566  0.13
H 1.708 -5.013 5.212  0.40
H 2.013 -4.780 3.567  0.18